1.
# C30H53N4O6S

A cluster of 3 separate species, C30H53N4O6S in total at a distorted geometry (ωB97M-V/def2-TZVPD, OMol25).

Last column: Löwdin charge in e.
Cartesian coordinates (Å):
C 2.0156 -6.1347 0.3586  0.177
C 1.4138 -5.0959 0.4896  -0.041
C 0.6681 -3.8441 0.3108  -0.211
C -0.7256 -3.8216 0.6763  0.116
C -1.3970 -2.5891 0.4775  -0.103
C -2.8871 -2.4784 0.8043  -0.126
C -3.6052 -1.2521 0.1272  -0.200
C -3.6720 -0.0476 1.1119  -0.199
S -4.8710 -0.2951 2.4831  0.604
O -4.0608 -0.7371 3.5859  -0.296
O -5.5849 0.9119 2.7296  -0.251
O -5.9653 -1.4307 2.1242  -0.134
C -0.6235 -1.5057 -0.0544  0.070
N 0.6511 -1.7282 -0.3250  -0.039
C 1.4237 -0.5589 -0.9004  -0.146
O 2.5432 -0.2538 -0.1556  -0.101
C 2.3442 0.8587 0.7604  -0.190
C 2.6572 0.3271 2.2163  -0.045
N 1.3405 -2.8120 -0.1603  0.217
H 2.5427 -7.0625 0.5473  0.064
H -1.2381 -4.7109 1.0602  0.150
H -3.3644 -3.4038 0.4205  0.135
H -3.0201 -2.3862 1.9046  0.126
H -4.6545 -1.5575 -0.0617  0.112
H -3.1861 -0.9827 -0.8587  0.119
H -3.9909 0.8909 0.6216  0.114
H -2.7130 0.1571 1.6211  0.103
H -5.5209 -2.2489 1.8414  0.084
H -1.0998 -0.5317 -0.2163  0.147
H 1.7866 -0.9240 -1.8840  0.132
H 0.7521 0.2916 -1.1070  0.147
H 2.9931 1.7016 0.4731  0.126
H 1.2801 1.1698 0.7600  0.106
H 1.7897 0.5538 2.8624  0.058
H 2.8185 -0.7672 2.1985  0.080
H 3.5517 0.8557 2.5850  0.077
C 0.7663 4.0014 7.4197  -0.034
C 1.1507 2.9533 6.3547  -0.491
C 1.4555 3.6603 5.0281  -0.135
C 0.2035 4.1757 4.3251  -0.174
C -0.8065 3.0471 4.1385  -0.138
C -1.1420 2.3035 5.4390  -0.483
N 0.0732 1.9282 6.2226  -0.059
O 0.5984 0.8649 5.6604  -0.032
C -2.0800 3.1725 6.3051  -0.030
C -2.0002 1.0821 5.0847  -0.057
C 2.4546 2.3505 6.8969  -0.043
H 1.6201 4.6409 7.6497  0.089
H -0.0242 4.6799 7.1084  0.058
H 0.4594 3.5207 8.3503  0.096
H 1.9760 2.9716 4.3521  0.112
H 2.1423 4.4926 5.1997  0.127
H -0.2412 5.0014 4.8864  0.106
H 0.4767 4.5852 3.3490  0.112
H -1.7215 3.4519 3.6973  0.126
H -0.4002 2.3397 3.4039  0.107
H -2.1635 2.7714 7.3167  0.097
H -3.0867 3.1928 5.8844  0.088
H -1.7752 4.2150 6.3691  0.062
H -1.5092 0.4150 4.3741  0.066
H -2.9341 1.3933 4.6167  0.071
H -2.2553 0.5050 5.9755  0.101
H 2.2804 1.8145 7.8321  0.094
H 3.1825 3.1376 7.0973  0.088
H 2.9244 1.6647 6.1914  0.075
C 1.9072 -3.0308 -6.2548  -0.031
C 0.9609 -1.9367 -5.7186  -0.491
C -0.4248 -2.1062 -6.3542  -0.137
C -0.4653 -1.6756 -7.8167  -0.173
C 0.0489 -0.2464 -7.9666  -0.132
C 1.4328 -0.0244 -7.3399  -0.487
N 1.5409 -0.5846 -5.9576  -0.061
O 0.9524 0.2524 -5.1344  -0.033
C 2.5189 -0.6471 -8.2447  -0.034
C 1.7403 1.4793 -7.3801  -0.045
C 0.8547 -2.2523 -4.2233  -0.065
H 1.5789 -4.0166 -5.9197  0.088
H 1.9402 -3.0931 -7.3388  0.061
H 2.9251 -2.8844 -5.8879  0.096
H -1.1631 -1.5174 -5.7976  0.123
H -0.7460 -3.1483 -6.2744  0.125
H 0.1174 -2.3623 -8.4365  0.106
H -1.4923 -1.7332 -8.1841  0.117
H 0.0767 0.0167 -9.0264  0.129
H -0.6776 0.4304 -7.5038  0.125
H 3.4801 -0.6951 -7.7291  0.095
H 2.6667 -0.0445 -9.1417  0.087
H 2.2691 -1.6425 -8.6066  0.061
H 0.9834 2.0757 -6.8705  0.079
H 1.7684 1.8329 -8.4111  0.089
H 2.7108 1.6966 -6.9286  0.093
H 1.8202 -2.1193 -3.7275  0.080
H 0.5432 -3.2864 -4.0666  0.087
H 0.1162 -1.6270 -3.7154  0.066

The calculation puts the gap between HOMO and LUMO (spin up / spin down) at 5.73 / 6.47 eV. The multiplicity is 3. The total charge is +1. Its total energy is -61036.000 eV.

2.
# CHN5O

A cluster of 2 separate species, CHN5O in total at a distorted geometry (ωB97M-V/def2-TZVPD, OMol25).

Last column: Löwdin charge in e.
Cartesian coordinates (Å):
C 1.0947 0.2119 0.2088  -0.237
N 1.6910 -0.9541 0.0107  -0.005
N 0.6934 -1.8295 -0.1978  -0.085
N -0.4515 -1.2788 -0.1775  -0.048
N -1.5659 1.4716 -0.2127  0.224
N -0.1844 -0.0031 -0.0574  -0.103
O -2.6012 1.1263 0.0944  0.155
H 1.3239 1.2557 0.3315  0.099

The calculation puts the gap between HOMO and LUMO (spin up / spin down) at 7.56 / 7.56 eV. The multiplicity is 1. The value obtained for the energy relative to the best compared isomer or geometry (same formula, charge and spin) is 169.3 kcal/mol. Its total energy is -10545.504 eV.

3.
# C3H4NOS2

A cluster of 2 separate species, C3H4NOS2 in total at a distorted geometry (ωB97M-V/def2-TZVPD, OMol25).

Last column: Löwdin charge in e.
Cartesian coordinates (Å):
C 1.3145 -1.4815 -0.6229  -0.268
C -0.0062 -2.4005 -2.5141  -0.640
C -1.6072 -0.3284 1.2409  -0.874
N 0.4357 -2.0097 -1.2568  0.081
O 2.1480 -1.0348 0.0986  0.168
S 0.6304 -1.9664 -4.0040  0.576
S -0.6522 0.6816 2.3081  -0.019
H -2.5673 -0.7599 1.7426  0.004
H -2.0066 0.2289 0.3794  -0.031
H -0.9246 -1.2184 0.8987  -0.020
H -1.0085 -2.6218 -2.3976  0.022

The calculation puts the gap between HOMO and LUMO at 3.43 eV. The multiplicity is 1. The total charge is -1. The value obtained for the energy relative to the best compared isomer or geometry (same formula, charge and spin) is 60.3 kcal/mol. Its total energy is -28383.033 eV.

4.
# C9H18Si

A structure of composition C9H18Si at a distorted geometry (ωB97M-V/def2-TZVPD, OMol25).

Last column: Löwdin charge in e.
Cartesian coordinates (Å):
C 1.0698 -0.6866 -1.6190  -0.318
C 0.1167 -0.4396 -0.7315  -0.104
C 0.1542 -1.5656 -2.5313  -0.061
C -0.8978 -1.3499 -1.3543  -0.353
C 2.4414 -0.1043 -1.7261  -0.063
C -2.2947 -0.7460 -1.5871  -0.074
C -0.2798 2.5321 1.1378  -0.188
C 1.7300 0.3240 2.3970  -0.229
C -1.4291 -0.1346 2.4626  -0.212
Si 0.1531 0.6338 1.4928  0.763
H -0.2183 -1.1143 -3.5254  0.137
H 0.5668 -2.5017 -2.5082  0.061
H -1.0445 -2.2448 -0.6840  0.138
H 3.1736 -0.5532 -1.0605  0.068
H 2.3983 0.8880 -1.5238  0.022
H 2.8020 -0.2082 -2.8298  0.110
H -3.0514 -0.7924 -0.8720  0.048
H -2.7475 -1.2991 -2.3703  0.055
H -2.3741 0.1989 -2.0147  0.052
H -1.3709 2.7358 1.5114  0.057
H 0.1596 2.9492 2.0195  -0.010
H -0.1809 2.9580 0.2009  -0.018
H 1.8009 1.0594 3.1794  0.017
H 2.1171 -0.6103 2.7608  0.027
H 2.6207 0.6479 1.8332  0.031
H -1.4715 0.0575 3.5824  0.033
H -2.2678 0.5314 2.1578  0.005
H -1.6761 -1.1654 2.2026  0.003

The calculation puts the gap between HOMO and LUMO at 9.23 eV. The multiplicity is 1. The value obtained for the energy relative to the best compared isomer or geometry (same formula, charge and spin) is 69.2 kcal/mol. Its total energy is -17498.704 eV.

5.
# C3H15N2O2

A cluster of 5 separate species, C3H15N2O2 in total at a distorted geometry (ωB97M-V/def2-TZVPD, OMol25).

Last column: Löwdin charge in e.
Cartesian coordinates (Å):
C -0.6821 -1.3312 -0.7465  -0.163
C -1.9879 -1.3142 -1.5483  -0.057
C -0.6198 -1.9307 -2.0759  -0.092
N -0.5184 1.1088 -2.3344  0.240
N -2.2188 1.9016 -0.5107  0.230
H -0.6494 -1.9659 0.1213  0.115
H -0.1964 -0.3723 -0.5987  0.082
H -2.3062 -0.4878 -2.1636  0.062
H -2.8588 -1.8926 -1.2660  0.106
H -0.2120 -1.3151 -2.8576  0.082
H -0.4574 -2.9979 -2.1150  0.121
H -1.5637 1.6253 -1.2670  -0.057
H 0.1386 1.8472 -2.0276  0.076
H -0.7253 1.3364 -3.3212  0.085
H -3.0971 2.3312 -0.8025  0.085
H -1.8155 2.4408 0.2576  0.086
H 1.9772 -1.2650 5.0845  0.038
H 3.2608 -0.7041 4.2836  0.018
O 2.3036 -0.6453 4.4211  -0.088
H 3.2912 1.3482 3.1170  0.029
H 4.8449 1.4253 3.1381  0.039
O 4.0925 0.8570 3.2117  -0.036

The calculation puts the gap between HOMO and LUMO at 3.44 eV. The multiplicity is 1. The total charge is +1. The value obtained for the energy relative to the best compared isomer or geometry (same formula, charge and spin) is 200.7 kcal/mol. Its total energy is -10415.322 eV.

6.
# C2H3ClSi

A cluster of 2 separate species, C2H3ClSi in total at a distorted geometry (ωB97M-V/def2-TZVPD, OMol25).

Last column: Löwdin charge in e.
Cartesian coordinates (Å):
C -1.4680 0.7495 1.2907  0.038
C -0.5496 0.8082 0.5027  -0.330
Si 0.6384 0.7833 -0.8680  0.119
Cl 0.2765 1.8916 -2.4979  0.234
H -2.2480 1.0030 1.9918  0.040
H 0.8393 -1.8121 -1.9132  -0.007
H 2.0846 0.8110 -0.6481  -0.093

The calculation puts the gap between HOMO and LUMO (spin up / spin down) at 8.90 / 7.15 eV. The multiplicity is 1. The value obtained for the energy relative to the best compared isomer or geometry (same formula, charge and spin) is 84.0 kcal/mol. Its total energy is -22518.201 eV.

Question: multiplicity of number 5 (C3H15N2O2)?
Answer: 1